Model w:
The following is a DFT calculation (ωB97M-V with the def2-TZVPD basis set) of CH2ClF as an isolated structure.

Computed properties:
HOMO (Eh): -0.3831
Frontier orbital gap (eV): 9.7
LUMO (eV): -0.7250

Cartesian coordinates (Å):
1 Cl -0.49 1.12 -0.55
2 F 1.89 0.59 -1.09
3 H -1.41 -0.93 1.08
4 H -0.71 -0.75 1.45
5 C 0.72 -0.04 -0.89


Model x:
The following is a DFT calculation (ωB97M-V with the def2-TZVPD basis set) of a 2-piece molecular cluster, CH2ClF overall.

Computed properties:
HOMO (Eh): -0.4000
Frontier orbital gap (eV): 9.1
LUMO (eV): -1.7602

Cartesian coordinates (Å):
1 C -0.36 -0.13 0.24
2 H -0.18 -0.88 -0.47
3 H -1.15 0.58 -0.09
4 F 1.11 0.43 -1.28
5 Cl 0.57 -0.01 1.60


We find model x to be the most stable, with the next structure 36.9 kJ/mol higher.


Model w:
The following is a DFT calculation (ωB97M-V with the def2-TZVPD basis set) of a 2-piece molecular cluster, C8H8N4O4 overall.

Computed properties:
HOMO (Eh): -0.3323
Frontier orbital gap (eV): 8.7
SMILES: O=c1cc[nH]c(=O)[nH]1.O=c1cc[nH]c(=O)[nH]1
LUMO (eV): -0.2958

Cartesian coordinates (Å):
1 H 1.61 1.65 0.15
2 H -5.22 0.08 0.22
3 H -0.50 0.30 -0.57
4 C -2.19 1.39 -0.02
5 O -4.32 2.41 0.38
6 H 5.32 0.05 -0.39
7 N 4.30 -0.09 -0.25
8 C 3.69 -1.28 0.15
9 O 3.93 2.20 -0.20
10 H -1.76 -1.90 -0.50
11 C 3.46 1.04 -0.17
12 C -1.56 0.22 -0.34
13 H 1.95 -2.59 0.53
14 H 4.46 -1.95 0.24
15 C 2.37 -1.55 0.22
16 O 0.31 -0.34 0.66
17 H -1.53 2.37 -0.01
18 C -3.61 -1.00 -0.20
19 N -4.28 0.21 -0.10
20 N -2.29 -0.94 -0.60
21 C -3.61 1.45 0.09
22 O -4.16 -2.04 0.10
23 C 1.46 -0.44 0.43
24 N 2.15 0.75 0.17


Model x:
The following is a DFT calculation (ωB97M-V with the def2-TZVPD basis set) of C8H8N4O4 as an isolated structure.

Computed properties:
HOMO (Eh): -0.3480
Frontier orbital gap (eV): 9.3
LUMO (eV): -0.2042

Cartesian coordinates (Å):
1 C -2.21 1.33 -0.16
2 C -1.38 -1.03 -0.59
3 H -3.68 -1.16 1.76
4 O 4.42 -1.15 0.57
5 C -3.11 -0.63 1.00
6 O 2.48 2.75 0.08
7 N -2.35 -1.48 0.36
8 H -2.45 -2.62 0.22
9 N 2.23 -1.29 -0.33
10 O -2.38 2.44 -0.64
11 O -0.77 -1.92 -1.18
12 N -1.32 0.36 -0.70
13 H 2.01 -2.22 -0.16
14 H -0.74 0.71 -1.50
15 C 1.12 0.87 -0.25
16 N 3.45 0.72 -0.06
17 C -3.03 0.74 0.79
18 H -3.72 1.51 1.25
19 C 1.07 -0.51 -0.14
20 H 0.28 1.50 -0.12
21 C 2.31 1.53 0.01
22 H 4.37 1.11 0.02
23 C 3.39 -0.62 0.09
24 H 0.03 -0.95 -0.31


We find model w to be the most stable, with the next structure 199.3 kJ/mol higher.


Model w:
The following is a DFT calculation (ωB97M-V with the def2-TZVPD basis set) of a 2-piece molecular cluster, C8H8N4O4 overall.

Computed properties:
HOMO (Eh): -0.3409
Frontier orbital gap (eV): 9.5
SMILES: O=c1cc[nH]c(=O)[nH]1.O=c1cc[nH]c(=O)[nH]1
LUMO (eV): 0.2187

Cartesian coordinates (Å):
1 H -3.14 -0.59 -1.70
2 C 1.48 1.42 -0.50
3 H -0.92 -2.01 1.91
4 N 2.11 0.88 0.60
5 N 1.22 0.47 -1.44
6 H 0.76 1.02 -2.19
7 H 2.79 -0.68 1.81
8 N -2.24 -0.41 -0.84
9 H -1.44 2.34 0.74
10 O 0.56 -1.65 -2.07
11 H -2.11 -2.48 0.01
12 C 2.34 -0.45 0.88
13 C -1.03 0.34 1.52
14 C 1.22 -0.88 -1.27
15 C -1.88 0.90 -0.84
16 O -0.55 0.74 2.55
17 C -1.89 -1.44 0.06
18 O -2.02 1.82 -1.64
19 C -1.25 -1.07 1.22
20 H 2.03 1.65 1.32
21 O 1.39 2.62 -0.73
22 N -1.43 1.25 0.51
23 H 2.14 -2.40 0.10
24 C 1.83 -1.38 -0.01


Model x:
The following is a DFT calculation (ωB97M-V with the def2-TZVPD basis set) of a 2-piece molecular cluster, C8H8N4O4 overall.

Computed properties:
HOMO (Eh): -0.3329
Frontier orbital gap (eV): 9.0
SMILES: O=c1cc[nH]c(=O)[nH]1.O=c1cc[nH]c(=O)[nH]1
LUMO (eV): -0.0727

Cartesian coordinates (Å):
1 C -3.90 -0.18 -0.72
2 N -3.40 1.10 -0.46
3 C 2.58 -1.56 -0.10
4 H 2.50 -2.57 0.15
5 C 3.79 -1.00 -0.46
6 C -2.39 1.49 0.46
7 C -2.04 -0.84 0.71
8 H 5.01 0.70 -0.73
9 O -4.92 -0.35 -1.33
10 H -3.33 -2.09 -0.28
11 H 1.00 1.32 0.12
12 H 4.50 -1.82 -0.74
13 H -3.98 1.89 -0.76
14 N -3.12 -1.15 -0.05
15 O -2.19 2.67 0.59
16 C 1.50 -0.69 0.24
17 O 3.20 2.43 -0.50
18 N 1.77 0.67 -0.14
19 O 0.42 -1.06 0.74
20 C -1.71 0.37 1.08
21 H -1.55 -1.67 1.10
22 N 4.08 0.37 -0.38
23 C 3.02 1.26 -0.27
24 H -0.85 0.71 1.73


We find model x to be the most stable, with the next structure 146.7 kJ/mol higher.


Model w:
The following is a DFT calculation (ωB97M-V with the def2-TZVPD basis set) of the molecule C2H7N3OS.

Computed properties:
HOMO (Eh): -0.3108
Frontier orbital gap (eV): 9.1
SMILES: CS/C(=N\N)NO
LUMO (eV): 0.6438

Cartesian coordinates (Å):
1 N 0.44 2.29 -1.41
2 O 1.32 -1.13 1.19
3 H -0.63 2.35 -1.06
4 H -1.26 -1.21 1.89
5 H 0.98 3.17 -1.19
6 H 1.45 -0.18 1.45
7 S -1.38 0.21 -0.33
8 H 1.96 -0.85 -0.61
9 H -2.81 -1.57 0.66
10 C 0.36 0.22 -0.43
11 H -0.88 -2.15 0.30
12 N 1.05 -1.02 -0.22
13 N 1.05 1.16 -0.99
14 C -1.65 -1.30 0.75


Model x:
The following is a DFT calculation (ωB97M-V with the def2-TZVPD basis set) of the molecule C2H7N3OS.

Computed properties:
HOMO (Eh): -0.3175
Frontier orbital gap (eV): 9.0
SMILES: C/N=C(/NO)NS
LUMO (eV): 0.3850

Cartesian coordinates (Å):
1 H -0.58 -1.81 0.23
2 H -2.16 -1.19 -0.99
3 H 1.24 0.70 1.71
4 S 1.44 -1.67 1.31
5 N 0.36 1.91 0.12
6 H 0.27 -2.34 1.98
7 N -0.49 0.06 -0.94
8 C -0.89 -1.24 -0.85
9 H -0.43 -1.79 -1.87
10 N 0.69 -0.10 1.22
11 O -0.14 2.76 -0.75
12 H 1.44 1.87 0.07
13 H -0.90 2.21 -1.27
14 C 0.14 0.62 0.04


Model y:
The following is a DFT calculation (ωB97M-V with the def2-TZVPD basis set) of a 2-piece molecular cluster, C2H7N3OS overall.

Computed properties:
HOMO (Eh): -0.3364
Frontier orbital gap (eV): 9.7
LUMO (eV): 0.5123

Cartesian coordinates (Å):
1 H -1.71 -0.20 -3.10
2 N 0.70 1.12 0.14
3 C -0.47 -0.87 1.57
4 H 3.06 1.42 -0.30
5 C 0.17 0.03 -0.59
6 H -0.47 -1.81 2.07
7 H -1.25 -0.22 1.85
8 O -1.46 -0.70 -2.20
9 S 2.36 1.27 0.81
10 N -0.14 0.18 -1.78
11 N -0.24 -0.95 0.17
12 H 0.48 -0.37 1.79
13 H 0.51 2.21 -0.06
14 H -1.53 -1.11 -0.38


We find model w to be the most stable, with the next structure 132.8 kJ/mol higher.


Model w:
The following is a DFT calculation (ωB97M-V with the def2-TZVPD basis set) of C9H9N3 as an isolated structure.

Computed properties:
HOMO (Eh): -0.2982
Frontier orbital gap (eV): 8.4
LUMO (eV): 0.2794

Cartesian coordinates (Å):
1 N -2.91 -1.15 -2.19
2 C -1.54 -0.09 -0.24
3 H -3.14 -0.38 -2.97
4 H -0.86 -0.72 -3.36
5 H 3.22 -0.16 2.09
6 H -2.31 -0.07 0.69
7 C 0.99 0.40 2.15
8 C -1.75 -0.39 -1.59
9 C 2.28 0.20 1.57
10 H 3.25 -0.25 -0.41
11 N 0.91 0.33 3.59
12 H 1.54 0.78 4.19
13 C 0.64 0.24 -1.88
14 C -0.23 0.33 0.19
15 C 0.90 0.35 -0.48
16 C 2.19 0.36 0.17
17 H 1.43 0.30 -2.66
18 C -0.55 -0.21 -2.46
19 H -0.11 0.67 3.83
20 H -3.77 -0.98 -1.72
21 N -0.20 0.44 1.48


Model x:
The following is a DFT calculation (ωB97M-V with the def2-TZVPD basis set) of the molecule C9H9N3.

Computed properties:
HOMO (Eh): -0.3261
Frontier orbital gap (eV): 9.6
SMILES: Nc1ccc(-n2ccnc2)cc1
LUMO (eV): 0.7497

Cartesian coordinates (Å):
1 H -2.39 0.78 -1.94
2 H 2.37 2.11 0.30
3 C 0.38 1.17 0.11
4 N -1.73 -0.06 -0.01
5 N 3.97 -0.24 0.07
6 H -0.04 -2.17 -0.62
7 C 0.39 -1.16 -0.45
8 H -0.16 2.10 0.13
9 C 1.79 -1.10 -0.23
10 C -3.85 0.10 -0.42
11 H 2.48 -1.87 -0.54
12 C -2.63 0.28 -1.03
13 C 1.82 1.21 0.17
14 C 2.50 0.05 0.12
15 C -2.42 -0.41 1.13
16 H 3.91 -0.90 0.94
17 H -4.76 0.23 -1.01
18 H 4.43 0.55 0.43
19 H -2.00 -0.37 2.12
20 N -3.68 -0.33 0.89
21 C -0.37 0.02 -0.17


Model y:
The following is a DFT calculation (ωB97M-V with the def2-TZVPD basis set) of the molecule C9H9N3.

Computed properties:
HOMO (spin up / spin down) (Eh): -0.3010 / -0.3006
Frontier orbital gap (spin up / spin down) (eV): 7.9 / 7.2
LUMO (spin up / spin down) (eV): -0.2814 / -0.9547

Cartesian coordinates (Å):
1 C -0.21 -0.85 2.92
2 H 2.38 0.92 -1.47
3 C -1.87 0.19 0.95
4 C -0.52 0.00 0.71
5 C 0.90 0.63 -3.24
6 N -0.18 1.35 -2.46
7 C 0.35 -0.43 1.69
8 H 0.90 -1.58 -2.58
9 H 3.46 0.31 -2.69
10 N -0.39 1.14 -1.31
11 H 1.09 0.94 -4.28
12 H -2.53 0.66 0.14
13 N 0.09 0.34 -0.51
14 C -1.54 -0.60 3.21
15 H -3.34 0.02 2.38
16 C 2.36 0.52 -2.44
17 C -2.36 -0.21 2.21
18 H 1.41 -0.67 1.46
19 H 0.50 -1.25 3.78
20 C 1.35 -0.57 -2.65
21 H -1.86 -0.86 4.16


We find model x to be the most stable, with the next structure 175.4 kJ/mol higher.


Model w:
The following is a DFT calculation (ωB97M-V with the def2-TZVPD basis set) of a 2-piece molecular cluster, C2H7NO overall.

Computed properties:
HOMO (spin up / spin down) (Eh): -0.3231 / -0.2859
Frontier orbital gap (spin up / spin down) (eV): 9.6 / 8.3
LUMO (spin up / spin down) (eV): 0.7726 / 0.4893

Cartesian coordinates (Å):
1 H -1.58 0.03 -0.79
2 H -0.34 0.91 -0.16
3 C 0.08 -1.19 -0.30
4 N 0.68 0.77 1.82
5 H 1.29 1.30 1.19
6 H -0.10 0.26 -1.87
7 H 1.17 -1.46 -0.49
8 O 0.67 -0.53 1.84
9 H -0.39 -1.89 0.20
10 C -0.56 0.03 -0.83
11 H -0.24 1.15 1.78


Model x:
The following is a DFT calculation (ωB97M-V with the def2-TZVPD basis set) of a 2-piece molecular cluster, C2H7NO overall.

Computed properties:
HOMO (Eh): -0.3070
Frontier orbital gap (eV): 9.1
SMILES: C=CN.O
LUMO (eV): 0.7368

Cartesian coordinates (Å):
1 H 2.43 0.12 1.45
2 C -1.15 -1.46 -0.43
3 H 3.35 1.19 0.84
4 H 0.13 0.54 0.27
5 H -2.36 0.16 -1.12
6 N -0.78 0.88 0.01
7 C -1.46 -0.19 -0.62
8 H -1.64 -2.24 -0.94
9 O 2.43 0.99 1.04
10 H -0.72 1.67 -0.62
11 H -0.24 -1.65 0.13


Model y:
The following is a DFT calculation (ωB97M-V with the def2-TZVPD basis set) of a 2-piece molecular cluster, C2H7NO overall.

Computed properties:
HOMO (Eh): -0.2874
Frontier orbital gap (eV): 8.8
SMILES: C=CN.O
LUMO (eV): 0.9821

Cartesian coordinates (Å):
1 O 1.82 -0.63 0.77
2 H -0.65 1.91 -1.38
3 H -0.67 0.25 -1.83
4 N -0.60 0.95 -1.12
5 H -0.37 -1.57 -0.04
6 C -0.73 -0.75 0.57
7 H -0.70 -1.08 1.60
8 H 2.11 0.23 0.46
9 H 1.83 -1.09 -0.08
10 H -1.22 1.27 0.86
11 C -0.83 0.51 0.19


Model z:
The following is a DFT calculation (ωB97M-V with the def2-TZVPD basis set) of the molecule C2H7NO.

Computed properties:
HOMO (Eh): -0.3199
Frontier orbital gap (eV): 9.8
SMILES: CNCO
LUMO (eV): 1.1256

Cartesian coordinates (Å):
1 H -0.10 0.81 -1.16
2 H 0.92 1.37 1.20
3 C -0.70 -0.70 0.15
4 H 1.65 1.71 -0.31
5 H -0.36 -1.72 0.37
6 H -1.92 -1.61 -1.10
7 C 1.23 0.88 0.25
8 O -1.98 -0.82 -0.54
9 H 2.07 0.24 0.51
10 H -1.02 -0.28 1.11
11 N 0.22 0.13 -0.49


We find model x to be the most stable, with the next structure 23.6 kJ/mol higher.